(1)
ORCA calculation (the ωB97M-V functional and the def2-TZVPD basis) on the ion C24H18NO7S with charge -1.

Geometry as XYZ:
```
51
Properties=species:S:1:pos:R:3:forces:R:3
C 0.04879 -2.28362 2.98627 0.06 0.20 0.08
C -0.72738 -1.78795 1.79185 -0.02 0.13 -0.09
C -1.33738 -2.67572 0.89569 -0.13 -0.01 -0.08
C -1.20096 -4.17277 1.04486 0.40 0.07 -0.01
C -0.31254 -4.76983 -0.05741 -0.23 0.24 -0.29
C 1.10734 -4.19011 -0.04075 0.08 -0.35 0.21
S 1.58706 -3.50187 -1.60024 -0.14 -0.08 -0.06
O 2.16816 -4.53315 -2.40334 0.01 0.06 0.06
O 0.53823 -2.68899 -2.14660 0.11 0.02 0.05
O 2.74658 -2.53432 -1.10615 0.15 0.07 -0.29
C -2.05889 -2.19243 -0.19604 0.04 0.03 0.07
C -2.16507 -0.83946 -0.45210 -0.06 -0.06 0.09
C -1.51897 0.04616 0.39504 -0.01 0.03 0.08
C -0.82438 -0.41838 1.51088 0.04 -0.20 -0.11
C -0.18786 0.64400 2.35256 0.06 -0.07 0.23
O -0.24989 0.64909 3.55873 -0.10 0.09 -0.13
C 0.45373 1.72621 1.54960 0.14 -0.03 -0.07
C 1.72338 2.19093 1.87688 -0.05 0.05 -0.20
C 2.56244 1.58549 3.00981 -0.25 -0.44 0.32
O 3.02219 2.42373 3.80290 0.21 -0.20 -0.13
O 2.65144 0.33024 2.97801 0.02 0.58 -0.11
C 2.26945 3.17973 1.06243 -0.14 -0.11 0.06
C 1.57333 3.67493 -0.02779 0.10 0.01 0.01
C 0.29929 3.21264 -0.35392 -0.02 0.13 0.15
C -0.38756 3.77760 -1.54933 -0.06 -0.02 -0.16
C 0.04235 3.39433 -2.82287 -0.14 0.08 0.00
C -0.59671 3.91230 -3.93934 -0.13 0.15 0.20
C -1.63224 4.81555 -3.74166 0.06 -0.06 0.14
C -1.96637 5.16128 -2.43658 0.10 -0.10 -0.13
N -1.37131 4.66185 -1.35681 0.11 0.01 -0.18
C -0.25359 2.20858 0.43939 0.04 0.02 0.17
C -1.54119 1.52084 0.12005 -0.06 0.03 -0.01
O -2.52003 2.06272 -0.34424 0.12 -0.08 -0.22
H -0.59911 -2.83610 3.66885 0.01 -0.08 -0.01
H 0.48424 -1.45967 3.54107 0.03 0.02 -0.02
H 0.87730 -2.92863 2.68931 -0.06 -0.10 0.02
H -2.18252 -4.64457 0.99335 -0.04 -0.04 0.09
H -0.74523 -4.39701 2.00752 -0.20 -0.15 0.09
H -0.77625 -4.53664 -1.01840 0.00 -0.05 -0.03
H -0.28411 -5.85626 0.01175 0.06 -0.02 0.10
H 1.85302 -4.95758 0.16438 0.05 0.04 0.00
H 1.24520 -3.40466 0.69866 -0.17 0.12 -0.08
H 2.50707 -1.62588 -1.34641 0.00 0.03 0.16
H -2.52654 -2.89711 -0.87410 0.00 -0.04 0.00
H -2.71808 -0.47476 -1.30688 -0.01 0.07 0.02
H 3.26071 3.53873 1.30461 0.01 0.09 -0.01
H 2.03566 4.43805 -0.64312 -0.07 0.02 -0.07
H 0.86123 2.69398 -2.91587 -0.01 -0.04 -0.01
H -0.30267 3.62710 -4.94108 0.05 -0.05 0.01
H -2.17352 5.24935 -4.57162 0.01 0.00 -0.02
H -2.75783 5.88207 -2.26180 -0.02 -0.01 0.08
```
Forces are in eV/Å.

Summary:
SMILES: Cc1c(CCCS(=O)(=O)O)ccc2c1C(=O)c1c(C(=O)[O-])ccc(-c3ccccn3)c1C2=O
Charge: -1
Kohn-Sham gap in eV: 7.3

Here are the natural (NBO) charges for atoms 1 to 6, given in e: -0.6532 0.0017 -0.0192 -0.4218 -0.3988 -0.6946

=====

(2)
ORCA calculation (the ωB97M-V functional and the def2-TZVPD basis) on a structure of composition C24H19Br2N4O2S3Ti.

Geometry as XYZ:
```
55
Properties=species:S:1:pos:R:3:forces:R:3
Ti -0.72845 -0.20410 0.35688 -0.16 -0.28 0.54
O 0.73755 -1.89544 0.01297 0.03 0.03 -0.19
C 1.50319 -2.53852 0.98686 -0.02 0.01 0.09
C 2.14832 -3.72077 0.67981 0.00 0.02 0.01
C 2.90776 -4.35060 1.65500 -0.01 -0.01 -0.02
C 3.01488 -3.79985 2.92195 0.02 -0.01 0.00
C 2.35435 -2.61715 3.21191 -0.01 0.02 0.00
C 1.59132 -1.96488 2.25109 0.07 0.00 0.01
C 0.87591 -0.68066 2.59632 -0.19 -0.07 -0.06
O -0.42227 -0.70005 2.05013 -0.10 0.32 -0.26
N 1.49347 0.53147 2.06291 0.17 0.23 0.03
N 1.26966 0.65170 0.72110 -0.06 0.03 0.01
C 2.07184 1.29482 -0.03566 -0.09 -0.06 0.10
C 1.77738 1.50085 -1.43276 0.20 0.10 -0.08
Br 0.25775 0.52459 -2.06329 -0.01 0.02 -0.06
C 2.48040 2.24205 -2.29685 -0.19 -0.10 -0.11
C 3.57903 3.15083 -1.97630 0.14 0.06 0.05
C 3.59087 3.94612 -0.82639 -0.03 0.00 -0.04
C 4.65930 4.79011 -0.57429 0.02 0.02 0.00
C 5.72146 4.85426 -1.46537 0.00 0.00 0.01
C 5.70240 4.09428 -2.62716 -0.01 -0.01 -0.01
C 4.63073 3.25941 -2.89038 0.02 -0.01 0.05
H 0.46100 -2.51900 -0.67316 -0.02 -0.03 0.05
H 2.05896 -4.14877 -0.31171 0.00 0.00 -0.01
H 3.41101 -5.27771 1.41791 0.00 0.00 0.00
H 3.59971 -4.29531 3.68381 0.00 0.00 0.00
H 2.41466 -2.19628 4.20859 0.00 0.01 0.00
H 0.80533 -0.55323 3.67779 0.06 -0.07 0.01
H 2.44311 0.74135 2.35456 -0.01 -0.16 0.05
H 3.00930 1.69061 0.34530 0.00 0.03 0.01
H 2.22909 2.16714 -3.35016 -0.07 0.02 0.02
H 2.73366 3.96156 -0.16461 -0.01 -0.05 0.01
H 4.65387 5.41723 0.30696 -0.01 0.00 0.00
H 6.55264 5.51712 -1.26635 0.00 0.00 0.00
H 6.51731 4.16241 -3.33469 0.00 0.00 0.00
H 4.61158 2.67629 -3.80273 -0.01 -0.01 0.00
S -3.72162 0.58057 5.69782 0.02 0.00 -0.06
C -3.41001 0.81358 4.11228 0.06 0.08 0.16
S -2.15063 1.87513 3.49963 -0.09 -0.03 0.04
C -2.53884 1.37894 1.88766 0.23 -0.01 -0.20
N -3.51190 0.54010 1.79356 0.02 -0.08 0.07
N -4.01696 0.25108 3.01880 0.06 0.01 -0.06
C -5.09533 -0.69196 3.07550 -0.06 -0.05 -0.02
C -6.25623 -0.36904 3.75824 0.03 0.00 -0.02
C -7.29285 -1.28802 3.78357 -0.01 0.01 0.01
C -7.16592 -2.50404 3.12797 0.00 -0.02 -0.01
C -5.99919 -2.80830 2.44151 0.00 -0.01 -0.01
C -4.95219 -1.90098 2.41454 0.00 0.02 0.03
S -1.64336 1.89879 0.46754 -0.02 0.03 -0.03
H -6.34188 0.58238 4.26326 -0.01 0.00 0.00
H -8.20503 -1.05006 4.31346 0.00 0.01 0.00
H -7.97990 -3.21608 3.14972 0.00 0.00 0.00
H -5.90248 -3.75538 1.92806 0.00 0.00 0.00
H -4.03588 -2.11899 1.88204 0.00 0.00 0.00
Br -2.29046 -1.64153 -0.71641 0.06 0.02 -0.10
```
Forces are in eV/Å.

Summary:
Charge: +1
Kohn-Sham gap in eV: 6.0

Here are the natural (NBO) charges for atoms 1 to 6, given in e: 1.0465 -0.7089 0.3663 -0.2859 -0.1597 -0.2115

=====

(3)
ORCA calculation (the ωB97M-V functional and the def2-TZVPD basis) on a structure of composition C24H19Br4N7O6Zr.

Geometry as XYZ:
```
61
Properties=species:S:1:pos:R:3:forces:R:3
Zr -0.14548 0.30409 -0.28039 0.21 0.22 0.15
Br -0.81212 0.23784 4.92341 0.01 0.00 0.00
C 0.07740 -1.07337 3.88003 0.01 0.02 0.02
C 0.47419 -2.27090 4.50740 0.01 -0.01 -0.03
C 1.10982 -3.24836 3.80086 0.00 -0.04 0.05
Br 1.63216 -4.83869 4.69052 0.00 0.02 -0.02
C 1.35938 -3.09185 2.41219 0.02 -0.02 0.01
C 1.98284 -4.03918 1.56757 -0.01 0.01 0.02
C 2.12100 -3.76855 0.23634 -0.01 0.02 -0.01
C 1.60741 -2.56510 -0.28466 0.04 -0.08 0.01
N 1.02557 -1.67246 0.47745 0.06 -0.01 0.00
C 0.93191 -1.89750 1.81278 -0.01 0.00 -0.06
C 0.32340 -0.82361 2.54460 -0.07 0.07 -0.09
O 0.02397 0.26253 1.89897 0.07 -0.04 -0.07
H 0.27757 -2.40753 5.56153 -0.01 0.02 0.00
H 2.34577 -4.96852 1.98533 0.00 0.00 0.01
H 2.60149 -4.47311 -0.42739 0.00 0.02 -0.02
H 1.65184 -2.34305 -1.34200 0.00 0.01 0.00
O 1.78562 3.91591 0.46024 -0.11 0.06 -0.04
C 1.43404 2.82550 0.09591 0.23 -0.06 -0.04
O 0.20878 2.35501 0.13982 -0.08 0.13 0.02
C 2.43298 1.77665 -0.49759 -0.05 0.37 0.31
O 3.61113 1.98095 -0.56413 0.19 0.03 -0.14
O 1.81309 0.68041 -0.85498 -0.24 -0.55 -0.04
C -2.58506 -3.63802 1.69664 0.02 -0.01 0.01
N -3.07895 -2.31988 2.04823 -0.03 0.09 -0.05
C -4.34550 -2.28209 2.76474 0.03 -0.01 0.03
C -2.54193 -1.23738 1.42705 -0.12 0.31 0.29
N -1.76975 -1.27263 0.40518 0.04 -0.18 -0.18
N -2.81688 -0.01321 2.04467 -0.05 -0.24 -0.09
C -2.53265 1.22404 1.50422 0.02 -0.11 -0.11
N -2.73897 2.26624 2.35603 0.03 -0.02 0.01
N -2.16130 1.36470 0.27470 -0.07 0.03 0.07
H -2.82387 -4.32287 2.50863 -0.01 0.00 0.00
H -1.50046 -3.61191 1.58697 0.00 0.00 -0.01
H -3.03477 -4.02221 0.77493 0.00 0.00 0.00
H -4.21496 -2.61873 3.79487 0.00 0.00 0.00
H -5.06876 -2.93785 2.27442 0.00 0.00 0.00
H -4.75569 -1.27704 2.76689 0.00 0.01 -0.01
H -1.72818 -2.17495 -0.05203 0.00 0.00 -0.04
H -2.86877 -0.04790 3.05221 0.01 -0.02 0.00
H -2.72177 2.05885 3.34291 -0.01 -0.01 0.00
H -2.21702 3.09859 2.12356 0.01 0.00 -0.01
H -2.02054 2.34924 0.07117 -0.02 0.00 -0.01
Br -0.24229 -3.52580 -3.76028 -0.01 0.04 -0.06
C -0.50479 -1.69632 -4.16303 0.02 -0.06 0.12
C -0.70997 -1.29509 -5.49589 0.00 0.03 -0.02
C -0.89467 0.02078 -5.80209 -0.02 0.01 -0.10
Br -1.16215 0.51682 -7.61278 0.01 -0.01 0.04
C -0.88572 1.01300 -4.78940 0.01 0.00 0.05
C -1.04322 2.40186 -4.98489 -0.01 0.00 -0.02
C -0.99457 3.24415 -3.91075 0.00 0.01 0.02
C -0.79753 2.71613 -2.62287 -0.01 0.00 -0.03
N -0.66092 1.42872 -2.40397 -0.01 0.04 0.05
C -0.69010 0.58082 -3.46602 -0.01 0.03 0.00
C -0.48782 -0.78960 -3.12725 -0.02 0.03 -0.05
O -0.30946 -1.08249 -1.86867 -0.07 -0.12 0.00
H -0.71721 -2.03948 -6.27935 0.01 -0.02 0.01
H -1.19214 2.78884 -5.98374 0.00 -0.02 -0.01
H -1.09709 4.31242 -4.03687 0.00 0.00 0.02
H -0.72922 3.36101 -1.75532 0.00 0.01 0.00
```
Forces are in eV/Å.

Summary:
Kohn-Sham gap in eV: 7.6

Here are the natural (NBO) charges for atoms 1 to 6, given in e: 2.3628 0.0380 -0.2020 -0.2199 -0.1294 0.0589

=====

Q: Number 3 is which compound?
A: C24H19Br4N7O6Zr

=====

Q: Which formula does entry 1 have?
A: C24H18NO7S